272
Properties=species:S:1:pos:R:3:forces:R:3:mulliken_charge:R:1 method="wB97M-V/def2-TZVPD" energy_ha=-5095.8682 spin_multiplicity=1 smiles="COCCNCCOC.COCCNCCOC.COCCNCCOC.COCCNCCOC.COCCNCCOC.COCCNCCOC.COCCNCCOC.COCCNCCOC.COCCNCCOC.COCCNCCOC.COCCNCCOC.NC(N)=O" relative_energy_kcal_mol=0.00
C 1.55188 -3.75498 7.60870 -0.30 -0.95 -0.31 -0.80
O 2.31037 -2.74962 6.99504 0.60 0.35 -0.91 -0.40
C 2.72809 -2.94744 5.58473 -2.61 -0.41 1.42 -0.05
C 3.49880 -1.72077 5.13605 -0.81 -0.25 0.32 -0.33
N 4.14416 -1.92475 3.85787 -0.06 1.08 -1.20 -0.51
C 3.24762 -1.57866 2.70580 1.62 1.44 -0.32 1.37
C 3.97437 -1.80767 1.36942 -0.93 1.44 0.78 -0.17
O 5.04229 -0.83871 1.35121 0.01 -1.22 0.17 -0.44
C 5.83634 -0.96940 0.20475 0.98 -0.20 -0.32 0.17
H 0.47856 -3.60820 7.56507 -0.48 0.43 -0.67 0.21
H 1.71565 -3.72009 8.67857 0.63 -0.10 0.25 0.34
H 1.70292 -4.81145 7.23683 0.39 0.98 0.19 0.32
H 1.78629 -3.05829 4.98282 0.73 0.13 0.28 -0.43
H 3.19311 -3.92329 5.60309 0.90 -0.03 -0.52 0.63
H 4.28076 -1.53006 5.84234 0.37 0.16 0.68 0.64
H 2.76847 -0.87024 5.17465 0.56 -0.39 -0.17 -0.24
H 4.94503 -1.27234 3.83544 -0.59 -0.64 -0.30 0.33
H 2.97814 -0.48007 2.67568 0.04 -0.95 0.44 0.11
H 2.35090 -2.14278 2.79343 -0.62 -0.49 -0.05 -1.06
H 3.31870 -1.62045 0.50304 -0.07 0.06 0.25 -0.07
H 4.25101 -2.83671 1.32155 1.06 -0.83 -0.14 0.39
H 5.22527 -0.75985 -0.66004 -0.32 -0.22 -0.65 -0.35
H 6.34106 -1.99007 0.07079 -0.68 1.35 0.43 0.07
H 6.59418 -0.16076 0.19737 -0.19 -0.58 0.34 0.39
C 0.22034 8.60475 0.78008 -0.32 0.32 0.08 -0.70
O 1.59211 8.42855 0.64287 1.14 -1.09 -0.69 -0.44
C 2.09562 7.12306 0.97963 -1.42 -0.13 0.17 -0.03
C 3.50335 6.99527 0.55011 1.23 0.63 -0.16 -0.78
N 3.55553 6.91180 -0.94558 -0.55 1.32 1.61 -0.09
C 4.90700 6.92659 -1.37646 2.05 -1.03 -1.97 -0.69
C 4.98781 6.51985 -2.89829 1.05 -0.13 0.37 -0.16
O 6.36375 6.68159 -3.32999 -0.75 0.50 -0.26 -0.37
C 6.49615 6.42359 -4.73906 -1.01 -1.39 1.24 -0.53
H -0.42021 7.97365 0.16029 0.25 -0.46 -0.04 0.27
H 0.07549 9.61017 0.42730 -0.41 0.57 0.09 0.34
H -0.09735 8.52582 1.82276 -0.08 -0.06 0.11 0.24
H 1.55288 6.29322 0.46288 -0.20 0.71 0.44 0.04
H 1.99393 7.05398 2.06422 0.02 -0.51 0.12 0.33
H 3.96817 6.06472 0.92993 -0.41 0.39 -0.03 0.44
H 4.06529 7.86561 1.05047 -0.32 -0.93 -1.09 0.29
H 3.13772 7.78852 -1.28047 -0.16 -0.50 0.09 0.19
H 5.48263 6.11899 -0.85302 -0.38 0.80 -0.17 0.29
H 5.46387 7.89753 -1.26207 -0.47 -0.71 0.07 0.25
H 4.34284 7.11342 -3.54436 -0.20 0.46 0.10 0.36
H 4.66195 5.46783 -3.07644 0.24 0.41 0.41 0.06
H 7.54949 6.39554 -5.00259 -0.04 0.37 0.00 0.27
H 5.87243 7.07592 -5.37436 0.43 0.06 0.28 0.26
H 6.09640 5.39220 -4.81654 0.23 0.26 -0.75 0.15
C -6.16177 3.71389 -5.91992 -1.34 -0.56 0.20 -0.88
O -5.55773 4.15439 -4.76947 3.00 0.85 0.56 -0.19
C -6.35931 4.52987 -3.68726 -0.86 -0.28 -0.59 -0.64
C -5.66319 5.15742 -2.45694 0.23 0.16 -1.28 -0.75
N -4.66615 4.31029 -1.89711 0.66 -0.37 0.82 0.64
C -3.57997 4.95677 -1.09967 -1.46 -2.15 0.68 -0.21
C -4.05702 5.53752 0.24849 0.59 0.59 -1.01 -0.72
O -2.93828 5.95102 0.99350 0.46 -0.22 1.58 0.01
C -3.35455 6.53297 2.26923 0.49 -0.01 -1.25 -0.87
H -5.45004 3.59499 -6.71511 0.69 -0.17 -0.08 0.22
H -6.87551 4.44993 -6.29337 -0.49 0.00 0.01 0.37
H -6.65828 2.73395 -5.73148 -0.03 0.44 -0.32 0.32
H -6.84735 3.59050 -3.43680 -0.64 -0.06 0.82 0.34
H -7.10384 5.20725 -4.12915 -0.27 0.20 0.65 0.45
H -6.45751 5.50976 -1.77458 0.08 -0.08 -0.12 0.28
H -5.05274 5.99554 -2.75980 -0.43 0.86 -0.48 0.38
H -5.09151 3.50942 -1.43407 0.54 0.01 0.13 -0.30
H -3.01079 5.63494 -1.66977 0.29 1.18 -0.92 0.77
H -2.87886 4.12602 -0.93232 -0.05 0.27 0.48 -0.84
H -4.62856 4.76034 0.72639 -0.34 -0.43 0.62 0.39
H -4.69916 6.42605 0.13275 -0.21 -0.26 -0.32 0.49
H -2.49828 6.98870 2.82218 -0.48 -0.83 -0.57 0.15
H -3.94871 5.82823 2.86964 0.40 0.05 -0.05 0.27
H -3.99071 7.33684 1.94315 -0.60 0.68 0.43 0.45
C 2.90971 -1.82478 -2.39137 -0.42 -1.04 0.45 -0.14
O 1.85006 -1.10525 -1.79471 -0.31 0.80 -0.44 -0.01
C 0.54577 -1.62377 -2.07381 0.08 0.31 0.02 -0.56
C -0.50143 -0.70454 -1.46017 1.62 -0.32 -0.40 0.69
N -0.39697 -0.70988 -0.01768 0.01 0.06 -0.22 0.65
C -1.43973 0.18862 0.44983 -0.10 -0.35 -0.25 -0.64
C -1.21040 1.70610 0.12991 0.11 0.09 0.62 2.33
O -0.19836 2.16247 1.10239 -1.21 -0.46 -0.90 -0.16
C 0.14649 3.51867 0.90716 0.22 0.26 0.81 -1.01
H 2.75994 -2.12469 -3.43684 -0.48 0.23 -0.05 0.66
H 2.96984 -2.74634 -1.79641 0.65 -0.09 -0.25 -0.08
H 3.84107 -1.26179 -2.38630 -0.20 0.22 0.41 -0.65
H 0.44317 -2.61818 -1.61975 0.06 -0.01 -0.34 -0.53
H 0.38850 -1.61818 -3.16188 0.05 -0.38 0.05 0.63
H -1.49605 -1.06628 -1.68284 -0.20 -0.05 -0.51 -0.31
H -0.37311 0.30089 -1.89943 -0.20 -0.34 0.02 -0.50
H 0.54134 -0.46380 0.26110 0.19 0.39 0.10 0.24
H -1.56974 -0.03951 1.50793 -0.18 0.69 0.19 -0.49
H -2.30437 -0.31077 -0.05082 -0.05 1.32 0.45 -0.15
H -2.16017 2.31862 0.27238 1.05 -0.76 -0.22 -0.63
H -0.80681 1.87138 -0.91501 -0.63 -0.14 1.10 -0.77
H 0.75312 3.82285 1.77288 -0.18 -0.11 -0.19 0.41
H -0.71537 4.19487 0.85467 -0.17 -0.21 0.03 0.25
H 0.74612 3.66861 0.02039 0.21 -0.10 -0.53 0.19
C -3.25079 2.43820 3.00290 -0.94 0.46 -1.22 0.70
O -4.07074 1.30952 3.21085 -0.49 1.47 -0.03 -0.53
C -3.43960 0.25775 3.84327 -0.48 -2.25 -1.37 1.02
C -4.31066 -0.98899 3.53309 1.92 -0.53 -1.31 0.86
N -5.56731 -1.06631 4.18370 -1.04 -0.54 0.95 -0.31
C -6.59213 -2.02468 3.75818 0.38 -0.69 -0.59 -1.06
C -6.31348 -3.62463 3.87228 0.52 2.88 -0.41 -0.38
O -5.50287 -4.07745 2.80752 1.07 -0.04 0.25 -0.21
C -5.98454 -4.05482 1.48541 -0.22 0.89 0.18 -0.62
H -3.61091 2.94721 2.06821 -0.05 -0.16 0.98 -0.76
H -2.25009 2.16196 2.73318 0.89 -0.32 0.23 -0.29
H -3.25897 3.12881 3.84704 0.02 0.04 0.07 0.58
H -3.31438 0.29174 4.90672 0.35 0.75 0.82 0.44
H -2.48275 0.10218 3.30397 -0.13 -0.17 0.82 -0.88
H -3.64378 -1.88484 3.60876 -0.38 0.27 0.41 -0.14
H -4.46513 -0.90463 2.45762 -0.35 -0.07 -0.20 -0.82
H -5.46075 -1.19182 5.17802 0.25 0.22 0.29 0.34
H -6.88808 -1.74943 2.75260 0.33 -0.30 -0.66 0.29
H -7.49450 -1.72793 4.25852 -0.46 -0.30 0.91 0.51
H -7.24117 -4.18592 3.96495 -0.21 -0.09 -0.07 0.41
H -5.69393 -3.71464 4.77659 -0.27 -0.40 -0.21 0.22
H -5.29200 -4.62280 0.86344 0.10 0.18 0.10 0.13
H -6.15339 -3.02593 1.04593 0.35 -0.88 0.54 0.11
H -6.91519 -4.57301 1.49828 -1.09 -0.43 -0.45 0.52
C 11.04643 -5.90488 -4.66605 0.64 1.11 -0.87 -0.62
O 11.13533 -5.77193 -3.25763 -0.18 -1.38 -0.28 -0.43
C 10.19833 -6.67384 -2.55853 0.06 2.21 -0.51 -0.64
C 8.76582 -6.11367 -2.71988 0.15 -1.38 0.52 -0.29
N 8.80449 -4.71480 -2.33119 -1.55 -0.25 -0.04 -0.38
C 7.55122 -3.95153 -2.65600 1.28 -1.06 0.84 -0.83
C 6.44433 -4.13471 -1.62191 -0.49 -0.62 -0.58 0.12
O 5.81600 -5.43747 -1.74755 0.62 0.40 0.27 -0.43
C 5.45702 -5.97061 -0.48373 0.05 1.08 -0.09 -0.60
H 11.13653 -6.91386 -5.07217 -0.64 -0.41 0.51 0.29
H 11.90889 -5.43414 -5.20149 -0.42 0.17 1.02 0.25
H 10.15591 -5.36674 -5.02929 0.06 -0.52 -0.14 0.23
H 10.58368 -6.63769 -1.55196 -0.28 -0.07 0.45 0.32
H 10.25289 -7.66200 -2.94525 0.22 -0.95 -0.45 0.42
H 8.05541 -6.72474 -2.08941 0.72 0.74 -0.45 0.19
H 8.46121 -6.36063 -3.77451 0.00 0.67 0.51 0.21
H 9.67086 -4.35933 -2.70262 -0.14 0.64 -0.20 0.29
H 7.14892 -4.32399 -3.59559 -0.14 0.28 -0.44 0.35
H 7.78973 -2.88548 -2.70440 -0.02 -0.13 -0.15 0.47
H 5.68146 -3.39709 -1.89818 -0.07 0.16 0.48 -0.17
H 6.78449 -4.01696 -0.58386 0.08 0.21 -0.37 0.45
H 4.51386 -5.55528 -0.11414 0.12 0.40 0.15 0.05
H 6.27266 -5.82124 0.22779 -0.15 0.05 0.20 0.42
H 5.28149 -7.00535 -0.56692 -0.03 -1.41 -0.43 0.32
C 2.16075 3.37772 10.16444 1.07 0.06 -1.86 -0.83
O 1.66697 3.33939 8.83346 -0.82 0.06 -0.72 -0.23
C 2.30608 2.43356 7.91991 1.37 0.08 1.57 -0.69
C 1.41203 1.77207 6.90943 -1.23 -0.91 1.16 -0.18
N 0.73998 2.60356 5.95253 -0.01 -0.07 -0.17 0.26
C -0.24758 3.56580 6.42883 -0.66 -0.68 -0.16 -0.80
C -0.68347 4.43526 5.24972 2.04 -0.23 0.59 -0.04
O 0.39388 5.21876 4.71968 0.57 0.31 0.23 -0.05
C 1.01738 6.01810 5.74265 -1.07 -1.07 0.11 -0.92
H 2.16768 2.37834 10.52397 0.26 -0.95 0.74 0.36
H 1.50388 3.97057 10.74848 -0.61 0.62 0.44 0.25
H 3.17595 3.81499 10.15556 -0.25 -0.21 0.32 0.29
H 2.72889 1.59066 8.53785 0.01 0.67 -0.61 0.47
H 3.14331 2.98774 7.42172 -0.40 -0.44 0.26 0.24
H 0.64831 1.18527 7.46847 0.45 0.12 -0.37 0.45
H 2.05308 1.06573 6.36266 -0.22 0.03 0.12 -0.34
H 1.51301 3.08250 5.55489 0.36 1.02 -1.12 0.17
H 0.04779 4.09148 7.34378 0.03 0.23 -0.32 0.45
H -1.15976 3.01010 6.68595 0.13 -0.11 0.17 0.34
H -1.41250 5.12148 5.58201 -1.38 0.70 0.32 0.52
H -1.02664 3.77259 4.46696 -0.12 0.11 -0.32 -0.54
H 1.65382 5.41611 6.39376 0.12 -0.05 -0.03 0.26
H 0.24624 6.45782 6.37102 -0.19 0.16 0.22 0.37
H 1.57767 6.82197 5.33046 0.49 0.43 -0.77 0.25
C -10.16687 -7.08176 -4.91753 0.56 -0.78 -0.33 -0.73
O -8.77612 -7.06509 -4.74908 1.26 0.44 1.50 -0.31
C -8.26197 -7.40784 -3.43136 -2.60 -0.96 -1.24 -0.80
C -6.87957 -6.96893 -3.29695 1.12 -1.64 0.11 -0.52
N -6.74314 -5.57185 -3.12400 -0.50 1.35 -1.10 -0.19
C -5.36962 -5.06290 -3.29117 -0.84 0.02 1.93 -0.78
C -5.39060 -3.56877 -2.97216 -0.11 -0.01 -3.00 -0.60
O -4.15139 -2.94786 -2.84715 0.54 0.08 1.44 -0.35
C -3.58124 -3.25501 -1.59875 1.00 0.52 0.09 -0.06
H -10.68039 -6.38880 -4.24275 -0.13 -0.28 0.00 0.30
H -10.54543 -8.13226 -4.89888 -0.10 0.72 0.36 0.28
H -10.20078 -6.74675 -5.93666 -0.93 0.30 -0.52 0.25
H -8.45681 -8.49131 -3.32576 0.76 0.14 0.06 0.45
H -8.83533 -6.98229 -2.62211 -0.64 0.69 0.15 0.39
H -6.33453 -7.39536 -4.14467 0.40 0.08 -0.10 0.29
H -6.56333 -7.46462 -2.39164 0.69 -0.33 0.37 0.37
H -7.41439 -5.18302 -3.81367 0.93 0.33 0.48 0.24
H -4.90947 -5.21316 -4.22972 0.22 -0.24 -1.51 0.33
H -4.72980 -5.61574 -2.60372 -0.11 -0.08 0.36 0.39
H -6.16369 -3.33841 -2.26413 -0.04 0.27 0.95 0.34
H -5.64610 -3.11760 -3.92990 -1.10 0.09 -0.06 0.38
H -4.13745 -2.90300 -0.73675 -0.47 0.58 0.09 0.15
H -2.57136 -2.81320 -1.55588 -0.39 -0.38 -0.04 -0.34
H -3.55130 -4.31561 -1.46856 0.49 -0.90 0.09 0.55
C -5.65361 0.73800 0.03114 1.45 -0.67 -0.70 -0.68
O -4.88324 1.35467 -1.00867 -0.25 -0.43 -0.29 -0.04
C -4.64113 0.35293 -2.03073 1.45 0.09 2.49 0.45
C -4.11460 0.95988 -3.24557 0.23 1.88 -2.23 -1.15
N -2.85089 1.68803 -3.10691 0.00 0.04 -0.07 1.11
C -2.32312 2.27200 -4.38515 -0.73 -1.83 0.60 -1.43
C -0.83361 2.07075 -4.39283 0.91 1.08 -0.86 0.94
O -0.38180 3.00734 -3.41091 0.12 -0.20 0.79 0.28
C 0.94497 3.46555 -3.43068 -0.42 0.22 -1.19 -0.88
H -5.75461 1.40917 0.88139 0.13 -0.08 -0.02 0.27
H -5.08502 -0.21223 0.29908 -1.00 0.94 0.18 -0.08
H -6.60558 0.51518 -0.43212 -0.57 -0.40 0.40 0.48
H -5.53714 -0.17232 -2.28228 -0.85 -0.48 0.04 0.75
H -3.89494 -0.37368 -1.56257 -0.84 0.60 -0.75 -0.65
H -4.87678 1.65458 -3.72761 0.35 -0.73 0.58 -0.36
H -3.96809 0.14906 -3.95712 0.11 -0.16 -0.15 0.78
H -3.00925 2.46557 -2.46844 -0.02 -0.20 -0.12 -0.72
H -2.59658 3.30510 -4.43929 -0.01 0.76 -0.22 0.32
H -2.78054 1.74989 -5.24088 0.09 0.06 0.23 0.39
H -0.35146 2.39825 -5.35664 -0.63 -0.67 0.57 -0.02
H -0.60944 0.99626 -4.16528 0.13 0.85 0.04 -0.23
H 1.11739 4.06118 -2.57175 -0.04 0.53 1.01 0.27
H 1.19682 4.09987 -4.29144 -0.44 0.03 -0.16 -0.06
H 1.67734 2.70100 -3.44990 0.71 -1.31 0.21 0.26
C -1.51268 -6.14165 6.32413 -0.33 -0.28 0.48 -0.56
O -1.54713 -6.01225 4.91983 0.68 -0.60 0.88 -0.42
C -2.07399 -4.79024 4.47392 -0.43 0.42 0.32 -0.15
C -1.96959 -4.85286 3.01225 0.10 -0.62 -2.10 -0.77
N -0.53903 -4.82579 2.64577 -0.08 -0.21 1.36 -0.13
C -0.22708 -4.93028 1.25017 -0.46 -0.63 -0.86 -0.47
C 1.26145 -4.83968 0.93023 1.11 0.36 -0.26 -0.68
O 1.59239 -4.28408 -0.36726 -0.15 -0.89 0.08 0.35
C 1.35820 -5.18767 -1.44920 -1.64 0.68 -0.42 -1.11
H -2.52617 -6.07068 6.74201 0.12 0.34 0.01 0.30
H -0.82748 -5.45825 6.81396 -0.10 0.71 -0.09 0.02
H -1.14327 -7.10743 6.66114 0.01 -0.42 -0.72 0.29
H -1.48803 -3.90212 4.77269 -0.31 -0.32 0.68 0.25
H -3.13444 -4.71257 4.75939 0.21 0.23 0.18 0.40
H -2.59905 -4.10267 2.52096 0.55 0.44 0.06 0.12
H -2.39271 -5.79350 2.65483 -0.29 -0.32 0.07 0.61
H -0.13147 -5.55524 3.24755 0.08 0.34 -0.70 0.18
H -0.78938 -4.13217 0.77264 0.23 0.40 -0.34 -0.12
H -0.60844 -5.86157 0.77092 -0.02 0.17 0.30 0.44
H 1.76175 -5.81655 1.04178 -0.32 -0.03 -0.21 0.46
H 1.81732 -4.20813 1.62875 -0.46 0.26 0.10 -0.18
H 0.24627 -5.29878 -1.62720 0.96 0.22 0.00 0.17
H 1.71212 -6.17556 -1.26656 0.57 -0.88 0.52 0.46
H 1.83188 -4.86173 -2.39627 -0.20 0.32 0.75 0.24
C 0.10015 4.74544 -6.98405 0.17 0.34 -0.85 -0.68
O 0.58088 3.42802 -7.16939 0.57 0.02 0.86 -0.37
C 2.01662 3.31585 -6.98705 -0.46 0.56 -1.58 -0.48
C 2.36552 1.84634 -6.75245 -1.71 0.64 -0.24 -0.56
N 3.42469 1.74438 -5.82120 0.76 -0.35 1.04 -0.20
C 3.96549 0.39724 -5.65591 -0.57 0.55 -0.33 -0.74
C 4.96262 0.53234 -4.55285 0.95 1.28 1.46 -0.81
O 4.34964 1.09672 -3.39866 -0.87 0.94 0.65 0.14
C 5.17533 1.84715 -2.49163 0.98 -1.54 -1.19 -0.89
H -0.98826 4.80116 -7.06452 0.10 -0.50 -0.31 0.25
H 0.54672 5.36288 -7.77844 -0.21 0.27 0.26 0.35
H 0.30571 5.19371 -6.01412 0.51 -0.19 0.28 0.24
H 2.39768 3.95660 -6.19564 -0.27 -0.04 0.49 0.27
H 2.51670 3.72099 -7.91642 -0.41 -0.45 0.69 0.41
H 2.61846 1.40887 -7.70468 0.40 -0.34 -0.30 0.47
H 1.41028 1.35636 -6.45114 0.42 0.03 0.07 0.18
H 3.13987 1.99854 -4.86328 -0.04 0.21 -0.80 0.08
H 4.49460 0.11131 -6.55620 0.14 -0.16 -0.32 0.39
H 3.13742 -0.33209 -5.51342 0.57 0.05 0.40 0.30
H 5.81426 1.18303 -4.81535 -0.42 0.07 -0.56 0.50
H 5.43313 -0.33455 -4.18765 0.46 -1.89 -0.09 0.47
H 6.01613 1.18073 -2.17334 -0.75 0.38 0.52 0.30
H 4.56624 2.26233 -1.70073 -0.11 -0.36 0.24 0.23
H 5.70315 2.65385 -2.98145 -0.11 0.55 -0.52 0.35
N 0.08558 -2.08269 3.25974 0.21 -1.34 -2.79 2.51
C -0.15603 -1.08814 4.11323 -0.63 -0.32 -0.76 -0.04
N 0.27627 0.12041 3.65160 -0.43 2.69 1.42 0.59
O -0.69406 -1.33077 5.17310 0.03 0.54 1.48 -0.78
H -0.25725 -3.00999 3.42446 -0.18 -0.33 0.40 -0.90
H 0.12685 -1.95314 2.23732 0.26 0.48 0.82 -0.73
H 0.10378 0.86840 4.37591 0.28 -0.80 -1.14 -0.07
H -0.00460 0.43470 2.71546 0.44 -0.31 0.50 -0.35